No. 1
12
Properties=species:S:1:pos:R:3:mulliken_charge:R:1 method="wB97M-V/def2-TZVPD" total_charge=+1 e_homo_ev=-12.9 multiplicity=1 mol_weight_g_mol=226.398 e_above_lowest_kcal_mol=0.00
H -1.906 1.265 1.092 0.3230
O 1.426 0.306 -0.125 -0.8457
C 1.032 -0.883 -0.404 1.0705
C -0.829 0.803 0.672 -0.9964
O 1.829 -1.835 -0.177 -0.8903
O -0.214 -1.124 -0.682 -0.3229
C -1.148 -0.019 -0.564 -0.2355
Ba 4.031 -0.538 0.188 1.7561
H -0.379 1.772 0.426 0.2670
H -0.634 0.170 1.547 0.3385
H -1.078 0.579 -1.479 0.2510
H -2.130 -0.496 -0.492 0.2848

=====

No. 2
9
Properties=species:S:1:pos:R:3:mulliken_charge:R:1 method="wB97M-V/def2-TZVPD" e_homo_ev=-9.8 multiplicity=1 mol_weight_g_mol=120.977 e_above_lowest_kcal_mol=10.01
C 0.716 -0.540 -1.162 -0.5735
C 0.300 -0.167 0.009 0.3567
C -0.882 0.501 0.561 -0.9971
Br 1.682 -0.448 1.833 -0.2796
H 1.658 -1.004 -1.374 0.2830
H 0.059 -0.373 -2.007 0.2488
H -1.339 -0.114 1.333 0.3102
H -0.583 1.440 1.028 0.3087
H -1.611 0.706 -0.222 0.3427

=====

No. 3
11
Properties=species:S:1:pos:R:3:mulliken_charge:R:1 method="wB97M-V/def2-TZVPD" e_homo_ev=-9.2 multiplicity=1 mol_weight_g_mol=236.334 e_above_lowest_kcal_mol=24.31
C -1.400 -0.770 -0.638 -1.2022
C -0.124 0.044 -0.647 0.2589
C 1.062 -0.260 -0.140 -0.3419
Cl 1.147 1.479 2.463 -0.2307
Br 2.575 0.689 -0.791 -0.0724
Br 1.540 -1.749 0.905 -0.0686
H -1.158 -1.766 -0.861 0.3845
H -1.996 -0.303 -1.401 0.3186
H -1.937 -0.742 0.244 0.3284
H 0.343 2.370 1.936 0.2450
H -0.052 1.009 -1.070 0.3805

=====

No. 4
14
Properties=species:S:1:pos:R:3:mulliken_charge:R:1 method="wB97M-V/def2-TZVPD" e_homo_ev=-8.7 multiplicity=1 mol_weight_g_mol=262.885 e_above_lowest_kcal_mol=38.29
C -1.017 -0.825 -0.669 -1.2487
C 0.351 -0.679 -0.131 0.4921
C 1.362 2.964 1.778 0.0600
N 1.924 2.014 1.081 0.6986
O 2.677 1.070 1.657 -0.3821
O 1.795 1.945 -0.176 -0.6790
O 0.622 -0.509 1.012 -0.5247
Br 1.321 2.890 3.630 -0.0390
Br 0.516 4.293 0.842 -0.0029
H -1.073 -1.794 -1.125 0.3412
H -1.295 -0.268 -1.494 0.3715
H -1.696 -0.681 0.091 0.3427
H 1.245 -0.624 -0.898 0.2187
H 2.535 0.241 1.285 0.3516

=====

No. 5
11
Properties=species:S:1:pos:R:3:mulliken_charge:R:1 method="wB97M-V/def2-TZVPD" e_homo_ev=-8.8 multiplicity=1 mol_weight_g_mol=231.855 e_above_lowest_kcal_mol=66.19
C 0.860 0.719 -1.651 -0.6967
C -0.036 0.084 -0.152 0.5229
C 0.614 -0.896 0.721 -1.0504
P -1.647 0.798 -0.142 0.0603
Br -1.506 1.936 1.803 -0.1902
Br -2.803 -0.972 0.591 -0.2006
H 0.317 1.405 -2.259 0.2996
H 1.873 0.407 -1.759 0.2684
H 0.236 -0.804 1.742 0.3195
H 1.694 -0.763 0.726 0.3664
H 0.399 -1.914 0.381 0.3007

=====

No. 6
11
Properties=species:S:1:pos:R:3:mulliken_charge:R:1 method="wB97M-V/def2-TZVPD" e_homo_ev=-9.0 multiplicity=1 mol_weight_g_mol=148.991 e_above_lowest_kcal_mol=73.06
C -0.588 2.256 -0.164 -0.3438
C 0.479 1.693 -0.083 -0.0463
N 1.146 0.601 0.249 -0.2673
N 0.345 -0.483 0.227 -0.2754
C 0.713 -1.699 0.104 -0.2654
H -1.494 2.788 -0.068 0.3813
H 2.158 0.344 -0.151 0.3124
H -0.025 -2.455 0.250 0.2341
H 1.638 -2.129 -0.216 0.2594
Br -2.855 -0.353 0.012 -0.2758
H -1.518 -0.564 -0.159 0.2868

=====

No. 7
14
Properties=species:S:1:pos:R:3:mulliken_charge:R:1 method="wB97M-V/def2-TZVPD" total_charge=+1 e_homo_ev="-11.6 / -14.5" s_squared=2.008 multiplicity=3 mol_weight_g_mol=194.996 e_above_lowest_kcal_mol=140.92
C 0.018 1.338 0.736 -0.2366
C -0.929 0.749 0.016 -0.3188
C -0.412 -0.381 -0.873 -0.0595
N 0.991 -0.060 -0.901 -0.3208
N -0.681 -1.593 0.110 0.8838
N 1.288 0.702 0.326 0.0127
O -1.664 -2.280 -0.168 -0.2922
O 0.202 -1.759 0.886 -0.6876
Br -2.838 1.065 -0.006 -0.0045
H -0.075 2.149 1.469 0.4683
H -0.873 -0.680 -1.936 0.5078
H 1.594 -0.802 -1.069 0.2881
H 2.015 1.378 0.140 0.3264
H 1.365 0.175 1.272 0.4329

=====

No. 8
10
Properties=species:S:1:pos:R:3:mulliken_charge:R:1 method="wB97M-V/def2-TZVPD" e_homo_ev="-7.3 / -7.8" multiplicity=1 mol_weight_g_mol=136.976 e_above_lowest_kcal_mol=69.08
C -0.189 0.639 0.367 -0.3491
C 0.212 -0.733 0.532 -0.2033
C -1.330 0.381 -0.681 -0.4295
O 1.067 -1.383 -0.238 -0.4173
Br -3.036 -0.161 0.045 -0.1656
H -0.426 1.188 1.361 0.2274
H 0.575 1.123 -0.160 0.3079
H -0.622 -1.300 0.987 0.3544
H -1.069 -0.209 -1.599 0.3384
H 1.806 -0.766 -0.438 0.3367

=====

No. 9
11
Properties=species:S:1:pos:R:3:mulliken_charge:R:1 method="wB97M-V/def2-TZVPD" e_homo_ev=-9.0 multiplicity=1 mol_weight_g_mol=169.043 e_above_lowest_kcal_mol=66.76
C -1.032 -0.629 -0.451 -0.0368
C -1.021 0.554 -0.304 -0.1170
C -1.367 1.891 -0.077 -0.9198
H -0.765 -1.655 -0.382 0.3470
H -0.511 2.484 0.263 0.2270
H -1.876 2.360 -0.995 0.2579
H -2.286 2.069 0.587 0.2638
O 2.281 -2.763 0.830 -0.4604
S 2.852 -1.526 -0.260 0.1091
Br 2.191 0.459 0.266 -0.0059
H 1.536 -3.244 0.522 0.3352

=====

No. 10
10
Properties=species:S:1:pos:R:3:mulliken_charge:R:1 method="wB97M-V/def2-TZVPD" e_homo_ev="-8.6 / -8.6" multiplicity=1 mol_weight_g_mol=153.044 e_above_lowest_kcal_mol=41.18
C 0.510 1.831 -0.496 -0.4787
C 0.090 -2.058 0.196 -0.4672
C 0.374 0.663 0.112 -0.0560
S -0.456 -0.747 -0.636 0.1285
Br -2.690 0.169 0.196 -0.3807
H 0.149 1.998 -1.494 0.2283
H 0.984 2.660 -0.002 0.2514
H 0.553 -1.973 1.159 0.2305
H -0.228 -3.018 -0.156 0.2732
H 0.713 0.475 1.120 0.2706